Entry 1:
The following is a quantum chemistry calculation of C3H4FeO5 as an isolated structure in a non-equilibrium geometry, from the OMol25 dataset.

Total charge ... -1
E_tot ... -1756.5799 hartree
Spin multiplicity ... 6

```
13
Properties=species:S:1:pos:R:3:forces:R:3:mulliken_spin:R:1
H -1.856975 -0.791548 -0.497359 0.62 -0.33 -0.44 0.02
H 2.312011 0.366569 -1.989144 0.05 0.14 0.36 0.00
C 0.314873 -0.743821 -0.159546 0.08 3.26 -0.57 0.05
O -0.482894 -0.630056 -1.107394 0.02 -0.55 -0.25 0.01
H 2.023080 2.740727 -1.950143 0.00 -0.08 0.03 0.00
Fe -1.507454 -2.048733 1.612610 -0.81 -0.89 1.07 5.09
C 1.521281 2.184851 -1.123652 -1.49 0.34 0.23 0.00
O -2.513111 -1.270938 0.118940 -1.09 0.41 -0.37 -0.06
O 0.062490 -1.338103 0.937709 1.42 -0.71 0.47 -0.11
C 1.788025 0.848823 -1.163603 0.66 0.17 -0.76 0.00
O 0.704819 2.822144 -0.365742 1.01 -0.33 -0.26 0.00
H -3.419146 -1.197236 -0.184343 -0.04 0.02 0.09 0.00
O 1.428245 -0.000175 -0.103484 -0.42 -1.45 0.39 0.00
```
Positions in Å, forces in eV/Å.

Entry 2:
The following is a quantum chemistry calculation of C3H4GaO2 as an isolated structure in a non-equilibrium geometry, from the OMol25 dataset.

Total charge ... +3
E_tot ... -2190.2446 hartree

```
10
Properties=species:S:1:pos:R:3:forces:R:3:mulliken_charge:R:1
Ga 1.172065 1.888609 1.026002 1.79 1.71 -0.33 1.26
C -0.452479 -1.077197 -1.024183 -1.18 -0.27 3.33 -0.28
H -0.255885 -1.733850 -1.862098 -0.49 -0.50 -0.31 0.39
O -0.235844 0.596247 0.883932 -2.49 -3.51 0.42 -0.12
C 0.020162 0.093147 -0.782171 1.74 -0.32 0.26 0.55
H -0.986316 0.140075 2.612995 -0.98 -1.34 0.81 0.38
H 1.482978 0.908818 -1.782989 0.57 0.52 -1.18 0.47
H -0.988959 -1.369646 0.225796 0.37 0.02 -2.60 0.31
O 1.152874 0.807465 -0.879681 -1.01 0.50 0.95 -0.31
C -0.908593 -0.253664 1.582400 1.68 3.20 -1.36 0.34
```
Positions in Å, forces in eV/Å.

Entry 3:
The following is a quantum chemistry calculation of C3H4GdO4 as an isolated structure in a non-equilibrium geometry, from the OMol25 dataset.

Total charge ... +2
E_tot ... -1182.5110 hartree
Spin multiplicity ... 9

```
12
Properties=species:S:1:pos:R:3:forces:R:3:mulliken_spin:R:1
O 2.123774 -0.073496 0.286103 1.06 0.39 1.89 0.16
Gd 3.319326 1.308027 1.880908 -0.85 -0.81 -0.99 5.64
O 0.771338 -1.474712 -1.047378 1.08 3.14 3.13 -0.01
H -1.114142 -0.783217 -0.938902 -0.95 2.75 0.49 0.08
O -0.767597 0.390096 1.687100 2.61 -0.96 3.05 0.94
H 1.369519 -2.180326 -0.767458 0.19 -0.29 0.03 0.00
H -2.678539 0.414709 0.964826 0.34 -0.01 0.14 0.12
O 0.269080 0.691998 -0.652684 1.47 -0.08 1.43 0.00
C 1.060307 -0.285983 -0.285156 -0.99 -1.90 -5.27 0.27
C -1.124625 0.381501 -0.607253 -0.67 -3.21 -1.61 0.06
C -1.594838 0.566938 0.794043 -3.30 1.35 -2.48 0.72
H -1.633604 1.044466 -1.314150 0.02 -0.39 0.19 0.01
```
Positions in Å, forces in eV/Å.

Entry 4:
The following is a quantum chemistry calculation of C3H4I2O as an isolated structure in a non-equilibrium geometry, from the OMol25 dataset.

E_tot ... -787.2271 hartree

```
10
Properties=species:S:1:pos:R:3:forces:R:3:mulliken_charge:R:1
H -2.277324 0.170093 1.182307 0.36 0.33 -0.01 0.27
H -0.140681 1.532334 0.766836 -1.15 -1.78 -0.89 0.15
H -0.173301 -0.079744 -1.960524 -3.42 -1.31 -0.27 0.32
I 2.548348 1.339086 0.154537 -0.08 -0.12 0.01 0.19
C -1.374246 -0.260971 0.760373 -0.56 -1.75 0.07 -0.61
C 0.943444 -0.000113 -0.142761 0.93 -0.16 -4.40 0.00
O 0.672014 0.252116 -1.954611 3.89 0.67 3.93 -0.50
I 1.545428 -2.002054 0.087845 -0.17 -0.07 -0.11 0.20
H -1.446512 -1.379157 0.674179 0.33 1.19 -0.26 0.17
C -0.297172 0.428411 0.431816 -0.12 3.01 1.92 -0.19
```
Positions in Å, forces in eV/Å.

Entry 5:
The following is a quantum chemistry calculation of the molecule C3H4IN in a non-equilibrium geometry, from the OMol25 dataset.

E_tot ... -468.9906 hartree

```
9
Properties=species:S:1:pos:R:3:forces:R:3:mulliken_charge:R:1
C -0.168674 0.649320 0.644912 -0.79 0.62 0.72 -0.16
H 0.372565 1.488677 1.068508 0.29 -0.30 0.12 0.44
C 1.194263 0.082898 -0.837825 1.14 -0.45 1.57 -0.46
C 0.466423 -0.652523 0.215324 0.47 -0.41 -1.15 -0.32
H 1.112243 -0.942156 1.037851 0.32 -0.35 -0.05 0.24
H -0.329106 -1.421490 -0.037020 0.97 0.74 0.37 0.36
I 0.393509 0.197493 -2.639379 -0.71 -0.29 -1.42 0.15
N -1.412171 0.732848 0.485784 -0.30 1.31 0.58 -0.53
H -1.629052 -0.135066 0.061846 -1.39 -0.86 -0.73 0.28
```
Positions in Å, forces in eV/Å.

Entry 6:
The following is a quantum chemistry calculation of a 2-piece molecular cluster, C3H4IN3O overall in a non-equilibrium geometry, from the OMol25 dataset.

E_tot ... -653.8507 hartree
Structure (SMILES) ... [H]/N=C(\I)N=C.N=C=O

```
12
Properties=species:S:1:pos:R:3:forces:R:3:mulliken_charge:R:1
C 2.866819 0.370121 -2.101821 3.34 0.75 1.30 0.56
N 1.481833 -1.361261 0.138812 -0.32 0.37 -0.27 -0.56
H 1.194273 -0.833969 -2.580165 1.94 2.21 0.46 0.33
C 0.518707 -0.611248 0.466057 0.22 -1.93 1.24 0.32
I -0.828197 -1.382833 2.058091 0.08 0.57 -0.50 -0.05
H 0.348949 2.516390 0.516742 0.33 -0.89 0.30 0.27
H -0.092572 2.073812 -1.203793 -0.38 0.61 -0.13 0.26
N 0.147478 0.493184 -0.165779 0.20 -2.44 0.01 -0.24
C 0.150369 1.707708 -0.212843 -0.26 3.04 -0.64 -0.23
H 1.521008 -2.271595 0.595265 0.00 0.60 0.23 0.25
N 1.825041 0.029484 -2.516584 -3.65 -2.37 -1.52 -0.42
O 3.903639 0.810848 -1.723603 -1.51 -0.51 -0.49 -0.49
```
Positions in Å, forces in eV/Å.

Entry 7:
The following is a quantum chemistry calculation of the molecule C3H4INO in a non-equilibrium geometry, from the OMol25 dataset.

E_tot ... -544.2656 hartree
Structure (SMILES) ... C/C=N/C(=O)I

```
10
Properties=species:S:1:pos:R:3:forces:R:3:mulliken_charge:R:1
H 2.454308 0.055108 0.196931 -0.01 -0.99 -0.34 0.29
N -0.680404 -0.146802 -0.225850 -0.58 -1.40 -0.64 -0.30
O -2.012716 1.936251 -0.168608 0.79 -8.99 0.39 -0.54
H 1.633638 -0.797500 -1.269526 -0.03 0.55 1.30 0.29
C -1.844827 0.377153 -0.075215 -2.25 10.19 -0.08 0.21
H 1.337893 -1.471593 0.365327 1.17 0.71 -0.36 0.26
C 0.439006 0.227068 0.182242 -0.91 2.31 0.74 0.12
C 1.576451 -0.503726 -0.173218 2.39 -2.21 -1.01 -0.85
I -3.516950 -0.766032 0.318747 0.20 0.11 -0.03 0.14
H 0.613597 1.090072 0.849168 -0.77 -0.28 0.03 0.37
```
Positions in Å, forces in eV/Å.

Entry 8:
The following is a quantum chemistry calculation of a 2-piece molecular cluster, C3H4IO3S overall in a non-equilibrium geometry, from the OMol25 dataset.

Total charge ... -1
E_tot ... -1038.2163 hartree

```
12
Properties=species:S:1:pos:R:3:forces:R:3:mulliken_charge:R:1
H -0.317419 -0.811787 -0.772315 2.03 -1.73 -0.94 0.28
C -0.919441 -0.030093 -0.513609 -0.52 2.03 -0.82 -0.40
C -1.101386 0.141065 0.949578 -1.99 -3.53 -3.00 -0.54
O 2.549948 0.512523 -1.589786 0.28 -0.57 1.13 -0.57
C -2.189052 -0.518738 -0.028535 -0.30 2.73 2.04 -0.18
H -0.758684 0.904378 -1.064542 -0.35 -0.62 -0.27 0.25
S 2.540809 -0.152459 -0.244289 -0.76 0.00 -0.88 0.70
O 3.121701 0.611919 0.857446 0.37 0.59 0.17 -0.56
O 2.946304 -1.568802 -0.224611 0.09 -0.01 -0.38 -0.56
H -1.141615 1.088487 1.286351 -0.60 2.80 1.41 0.34
H -0.666150 -0.629543 1.460694 1.41 -1.27 1.84 0.24
I -4.065017 0.453049 -0.116387 0.34 -0.44 -0.28 -0.02
```
Positions in Å, forces in eV/Å.